{"formula": "C25H42Cl3N4O3RuSi", "method": "the ωB97M-V functional and the def2-TZVPD basis", "multiplicity": 6, "relative_energy_kcal_mol": 1.5, "s_squared": 8.760, "symbols": ["C", "C", "H", "H", "H", "C", "C", "H", "H", "H", "H", "Ru", "Cl", "Cl", "H", "H", "C", "C", "N", "H", "C", "O", "H", "H", "H", "H", "H", "H", "C", "C", "N", "H", "C", "O", "H", "H", "H", "H", "O", "C", "C", "C", "H", "C", "H", "C", "H", "C", "C", "H", "H", "H", "Si", "Cl", "C", "C", "C", "H", "H", "H", "H", "H", "H", "H", "H", "H", "N", "C", "C", "C", "C", "C", "N", "H", "H", "H", "H", "H", "H"], "positions_angstrom": [[1.884, -1.762, -4.260], [2.763, -0.813, -3.488], [0.969, -1.252, -4.597], [1.590, -2.567, -3.576], [2.387, -2.199, -5.125], [3.823, -0.195, -4.003], [4.204, -0.385, -5.430], [4.502, 0.409, -3.400], [3.309, -0.661, -5.995], [4.943, -1.194, -5.513], [4.639, 0.502, -5.892], [-1.908, -0.085, 2.021], [-1.187, -2.177, 2.707], [-4.048, -0.394, 1.378], [-4.778, 0.569, 5.819], [-4.471, -3.029, 5.550], [-5.206, 0.011, 4.975], [-4.805, -2.489, 4.652], [-4.317, -1.102, 4.668], [-5.300, 0.675, 4.104], [-3.025, -0.828, 4.415], [-2.586, 0.284, 3.979], [-4.427, -3.017, 3.765], [-2.347, -1.661, 4.657], [-6.180, -0.407, 5.252], [-5.903, -2.473, 4.630], [-1.264, 1.124, -2.636], [0.790, 3.096, -2.059], [-1.842, 2.041, -2.432], [-0.107, 3.672, -1.773], [-1.213, 2.807, -1.361], [-2.885, 1.811, -2.198], [-1.454, 2.640, -0.035], [-2.196, 1.789, 0.508], [0.134, 4.339, -0.943], [-0.911, 3.391, 0.575], [-1.818, 2.647, -3.350], [-0.393, 4.273, -2.645], [0.931, -0.385, -2.152], [2.258, -0.637, -2.075], [3.720, 1.453, -1.421], [3.145, 0.215, -1.110], [3.565, 1.905, -2.406], [4.601, 2.067, -0.512], [2.401, -1.666, -1.683], [3.426, -0.373, 0.121], [5.055, 3.028, -0.771], [4.915, 1.439, 0.696], [4.301, 0.226, 1.025], [2.998, -1.359, 0.318], [5.611, 1.914, 1.394], [4.518, -0.270, 1.974], [-1.952, -2.076, -1.489], [-0.912, -0.667, 0.099], [-3.320, -1.060, -2.213], [-2.723, -3.330, -0.303], [-0.765, -2.953, -2.588], [-2.967, -0.110, -2.605], [-4.077, -0.851, -1.446], [-3.814, -1.586, -3.042], [-0.518, -2.336, -3.459], [-1.271, -3.873, -2.936], [0.149, -3.224, -2.057], [-1.994, -3.732, 0.413], [-3.161, -4.165, -0.873], [-3.517, -2.837, 0.274], [0.848, 1.670, 0.542], [0.963, 1.509, 1.906], [1.904, 2.302, 2.590], [2.294, 1.954, 3.867], [1.653, 0.865, 4.462], [0.587, 0.276, 3.799], [0.181, 0.621, 2.563], [0.624, 0.839, -0.024], [1.544, 2.255, 0.090], [2.351, 3.130, 2.028], [3.103, 2.494, 4.367], [1.930, 0.492, 5.445], [0.051, -0.552, 4.252]], "forces_ev_per_a": [[0.036, 0.047, -0.070], [0.537, 0.719, 0.175], [0.251, -0.182, 0.120], [0.069, 0.166, -0.312], [-0.058, -0.007, 0.134], [0.135, -0.165, -0.133], [0.134, -0.224, -0.432], [-0.322, -0.230, -0.102], [0.371, 0.061, -0.188], [-0.067, 0.093, -0.220], [0.006, 0.051, 0.079], [-0.302, 1.563, 0.606], [0.505, -1.919, 0.442], [-1.873, -0.277, -0.380], [-0.270, -0.049, -0.243], [-0.185, 0.091, -0.207], [-0.207, 0.153, -0.403], [0.357, -0.084, 0.340], [1.050, 0.522, -0.143], [-0.105, -0.156, 0.283], [-0.855, 0.062, 0.813], [-0.904, -1.042, 2.164], [-0.169, 0.259, 0.233], [-0.207, 0.348, -0.431], [0.239, 0.289, -0.079], [0.423, 0.011, -0.043], [-0.118, 0.207, 0.148], [-0.348, -0.034, 0.174], [0.259, -0.257, -0.124], [-0.056, -0.026, 0.039], [-0.229, 0.141, 0.617], [0.298, 0.098, 0.181], [-0.171, -0.213, -0.088], [0.592, 1.538, -0.971], [0.101, -0.002, -0.139], [-0.381, -0.283, -0.250], [-0.049, -0.089, 0.348], [-0.068, -0.097, 0.274], [-0.755, 1.324, 0.841], [0.077, -0.709, -0.164], [0.197, 0.156, 0.328], [-0.339, -0.396, -0.844], [-0.174, -0.097, 0.506], [-0.254, -0.139, -0.188], [0.214, -0.326, 0.476], [0.350, 0.076, 0.126], [-0.072, -0.353, 0.102], [-0.268, 0.137, 0.178], [0.037, 0.048, -0.067], [0.067, 0.317, 0.101], [-0.207, -0.184, -0.243], [-0.003, 0.193, -0.265], [-0.181, -0.467, 1.467], [0.864, -2.268, -4.532], [-0.106, 0.308, -0.203], [0.100, 0.281, 0.027], [-0.151, 0.269, -0.468], [-0.048, -0.180, -0.042], [0.248, -0.062, -0.087], [0.190, -0.097, 0.176], [0.075, -0.197, 0.368], [0.096, 0.251, 0.206], [-0.078, 0.101, -0.064], [-0.138, 0.066, -0.247], [0.144, 0.262, 0.086], [0.161, -0.187, -0.103], [-0.006, -0.384, 0.570], [0.127, 0.378, -0.808], [0.374, 0.244, 0.088], [-0.180, 0.222, -0.466], [-0.496, -0.411, 0.130], [0.575, 0.184, 0.570], [1.212, 0.641, -0.121], [0.211, 0.468, 0.021], [0.026, -0.336, 0.358], [0.066, -0.440, 0.327], [-0.341, -0.164, -0.124], [-0.024, 0.118, -0.228], [-0.009, 0.272, -0.001]]}

{"formula": "C25H42N4OPtSSi", "method": "the ωB97M-V functional and the def2-TZVPD basis", "multiplicity": 3, "relative_energy_kcal_mol": 22.0, "s_squared": 2.021, "symbols": ["Pt", "C", "Si", "C", "C", "C", "C", "C", "C", "N", "C", "S", "H", "H", "H", "H", "H", "H", "H", "H", "H", "H", "H", "H", "C", "N", "C", "C", "O", "N", "C", "C", "H", "H", "H", "H", "H", "H", "H", "H", "H", "H", "H", "H", "C", "C", "C", "C", "C", "C", "C", "C", "N", "C", "C", "C", "C", "H", "H", "H", "H", "H", "H", "H", "H", "H", "H", "H", "H", "H", "H", "H", "H", "H", "H"], "positions_angstrom": [[0.432, 0.446, 0.800], [6.040, 4.286, -0.026], [4.721, 3.555, -1.143], [5.456, 3.223, -2.838], [3.316, 4.773, -1.305], [4.263, 1.869, -0.412], [5.319, 0.981, -0.224], [5.122, -0.291, 0.296], [3.835, -0.649, 0.646], [2.802, 0.172, 0.488], [2.992, 1.396, -0.047], [1.478, 2.248, -0.221], [6.406, 5.229, -0.437], [6.897, 3.619, 0.091], [5.637, 4.487, 0.969], [5.814, 4.151, -3.292], [4.708, 2.789, -3.504], [6.299, 2.531, -2.788], [3.723, 5.709, -1.701], [2.842, 4.985, -0.346], [2.543, 4.419, -1.986], [6.327, 1.284, -0.490], [5.940, -0.984, 0.433], [3.626, -1.624, 1.067], [-1.069, -2.534, -1.124], [-1.841, -2.142, -2.302], [-2.342, -3.195, -3.162], [-1.950, -0.780, -2.457], [-1.323, -0.058, -1.684], [-2.705, -0.207, -3.460], [-2.557, 1.225, -3.660], [-3.736, -0.763, -4.310], [-1.034, -3.621, -1.078], [-1.519, -2.149, -0.209], [-0.051, -2.142, -1.170], [-1.875, -4.128, -2.860], [-2.081, -3.030, -4.209], [-3.422, -3.343, -3.080], [-1.780, 1.606, -3.008], [-3.498, 1.740, -3.443], [-2.294, 1.428, -4.702], [-3.925, -1.808, -4.128], [-3.467, -0.640, -5.363], [-4.675, -0.224, -4.145], [-5.138, -2.099, 3.466], [-4.183, -1.208, 2.716], [-4.649, -0.125, 1.985], [-3.758, 0.683, 1.285], [-4.233, 1.837, 0.445], [-2.409, 0.393, 1.344], [-1.886, -0.690, 2.077], [-2.821, -1.488, 2.755], [-0.501, -0.886, 1.973], [0.332, -1.822, 2.775], [1.014, -2.745, 1.758], [1.376, -0.985, 3.526], [-0.341, -2.721, 3.816], [-6.170, -1.783, 3.319], [-4.932, -2.083, 4.538], [-5.053, -3.135, 3.133], [-5.712, 0.087, 1.952], [-5.309, 1.981, 0.542], [-4.002, 1.661, -0.608], [-3.737, 2.764, 0.734], [-1.744, 1.026, 0.754], [-2.526, -2.356, 3.312], [1.513, -2.154, 0.994], [0.266, -3.369, 1.264], [1.740, -3.396, 2.250], [1.960, -0.369, 2.844], [2.055, -1.643, 4.072], [0.881, -0.326, 4.242], [-1.013, -3.450, 3.367], [-0.867, -2.154, 4.584], [0.453, -3.283, 4.310]], "forces_ev_per_a": [[0.059, -0.022, 0.123], [-0.024, -0.008, -0.019], [-0.029, -0.001, -0.022], [-0.025, 0.021, 0.039], [0.058, 0.006, -0.011], [0.065, -0.004, -0.025], [-0.009, 0.008, 0.006], [-0.005, -0.021, 0.007], [0.007, 0.037, 0.025], [0.104, -0.007, -0.023], [-0.053, -0.023, 0.030], [-0.074, -0.055, -0.041], [0.002, 0.000, 0.000], [0.001, 0.000, -0.005], [-0.006, -0.004, 0.000], [-0.002, 0.002, -0.001], [-0.002, -0.002, 0.001], [0.000, -0.003, 0.009], [-0.002, -0.002, -0.001], [0.003, -0.014, 0.006], [0.000, -0.005, 0.000], [-0.003, 0.003, -0.007], [0.004, 0.003, 0.001], [-0.048, -0.008, 0.043], [-0.006, 0.027, -0.013], [-0.165, -0.001, 0.111], [0.077, 0.027, -0.090], [0.097, 0.005, 0.049], [-0.096, 0.034, -0.007], [0.072, -0.001, -0.172], [0.001, -0.020, 0.023], [-0.014, 0.004, 0.044], [-0.023, -0.013, 0.007], [-0.014, -0.013, -0.016], [-0.015, -0.005, -0.014], [0.056, 0.004, -0.034], [-0.056, 0.053, 0.001], [0.003, -0.034, 0.027], [0.003, 0.007, 0.002], [0.008, 0.012, 0.025], [-0.012, -0.009, -0.008], [-0.019, -0.027, 0.051], [-0.003, -0.019, -0.009], [0.007, 0.006, 0.000], [-0.013, -0.003, -0.004], [0.013, -0.008, 0.004], [0.002, 0.000, 0.010], [0.027, -0.014, -0.002], [-0.014, 0.010, -0.010], [-0.078, 0.031, -0.044], [0.079, -0.081, -0.110], [-0.028, -0.034, 0.027], [-0.060, 0.273, 0.117], [0.007, -0.129, -0.112], [-0.006, 0.008, -0.002], [0.024, -0.007, -0.016], [0.000, 0.015, 0.007], [0.001, 0.000, -0.001], [0.004, 0.005, 0.000], [0.002, 0.000, 0.001], [0.002, 0.003, -0.002], [0.002, -0.003, -0.001], [0.006, -0.004, -0.001], [-0.001, -0.002, 0.005], [0.056, -0.018, 0.021], [-0.009, 0.030, -0.007], [0.046, 0.001, -0.054], [0.025, -0.020, 0.022], [0.006, 0.005, 0.016], [-0.020, -0.002, 0.014], [-0.013, -0.005, 0.003], [0.004, 0.007, -0.004], [0.033, -0.016, 0.009], [-0.021, 0.005, -0.016], [0.004, 0.013, 0.018]]}

{"formula": "C25H43Cl3HgN5O4Si", "method": "the ωB97M-V functional and the def2-TZVPD basis", "charge": -1, "relative_energy_kcal_mol": 23.9, "symbols": ["C", "C", "H", "H", "H", "C", "C", "H", "H", "H", "H", "Hg", "Cl", "Cl", "C", "O", "N", "C", "C", "H", "H", "H", "H", "H", "H", "H", "H", "H", "C", "C", "N", "H", "C", "O", "H", "H", "H", "H", "O", "C", "C", "C", "H", "C", "H", "C", "H", "C", "C", "H", "H", "H", "Si", "Cl", "C", "C", "C", "H", "H", "H", "H", "H", "H", "H", "H", "H", "C", "N", "C", "C", "C", "N", "C", "O", "N", "H", "H", "H", "H", "H", "H", "H"], "positions_angstrom": [[2.944, -2.799, -2.871], [2.385, -1.846, -3.869], [2.566, -3.811, -3.060], [2.656, -2.541, -1.844], [4.046, -2.856, -2.922], [2.265, -2.221, -5.157], [2.542, -3.597, -5.649], [1.939, -1.513, -5.913], [1.971, -4.335, -5.073], [3.597, -3.897, -5.618], [2.217, -3.663, -6.691], [2.765, -0.984, 0.337], [3.898, 0.988, 0.735], [2.492, -3.290, 0.586], [0.877, 3.398, 2.151], [0.892, 2.219, 2.512], [-0.153, 4.048, 1.523], [-1.495, 3.502, 1.433], [0.129, 5.295, 0.828], [1.743, 4.082, 2.293], [-1.759, 3.018, 2.407], [-1.587, 2.788, 0.595], [-2.163, 4.348, 1.230], [0.989, 5.808, 1.280], [-0.750, 5.943, 0.863], [0.355, 5.153, -0.243], [0.454, -4.078, 2.558], [-0.926, -3.518, 0.602], [-0.433, -4.663, 2.841], [-1.890, -3.630, 1.114], [-1.638, -3.921, 2.510], [-0.439, -4.872, 3.919], [-2.560, -3.632, 3.473], [-3.676, -3.172, 3.284], [-2.429, -2.678, 1.066], [-2.160, -3.862, 4.491], [-0.399, -5.620, 2.300], [-2.459, -4.433, 0.610], [1.367, -0.468, -2.087], [2.086, -0.437, -3.344], [0.302, 0.091, -5.071], [1.475, 0.449, -4.405], [-0.191, -0.830, -4.786], [-0.185, 0.899, -6.104], [3.080, -0.031, -3.070], [2.158, 1.623, -4.748], [-1.086, 0.585, -6.614], [0.488, 2.069, -6.455], [1.667, 2.417, -5.791], [3.067, 1.868, -4.185], [0.098, 2.690, -7.267], [2.225, 3.316, -6.088], [-0.039, 0.334, -1.487], [-1.850, -0.401, 2.223], [-1.553, -0.210, -2.426], [0.271, 2.168, -1.746], [-0.255, -0.090, 0.268], [-1.662, 0.330, -3.376], [-2.471, -0.039, -1.838], [-1.496, -1.288, -2.640], [0.165, -1.057, 0.545], [-1.364, -0.148, 0.509], [0.171, 0.680, 0.930], [0.454, 2.392, -2.812], [1.153, 2.511, -1.180], [-0.607, 2.754, -1.427], [-3.996, 0.784, 5.284], [-2.561, 0.959, 5.462], [-1.888, 0.101, 6.249], [-0.523, 0.098, 6.250], [0.115, 0.967, 5.320], [-0.546, 1.922, 4.719], [-1.889, 1.913, 4.662], [-2.568, 2.679, 3.937], [1.440, 0.871, 5.039], [-4.435, 1.755, 5.015], [-4.428, 0.407, 6.217], [-4.169, 0.047, 4.486], [-2.503, -0.543, 6.875], [0.047, -0.564, 6.871], [1.944, 0.051, 5.351], [1.688, 1.213, 4.103]], "forces_ev_per_a": [[0.030, -0.432, 0.544], [-0.283, 0.134, -0.674], [0.134, 0.140, 0.150], [0.114, -0.147, -0.530], [-0.319, 0.095, -0.004], [0.019, 0.784, 0.820], [-0.047, -0.452, -0.397], [-0.007, -0.027, 0.228], [0.142, -0.001, -0.100], [-0.116, 0.130, 0.104], [0.077, -0.177, 0.087], [-0.101, -0.030, 0.233], [-0.125, 0.052, -0.230], [-0.134, 0.169, 0.036], [-0.394, -0.832, -0.222], [0.175, 1.661, -0.769], [0.994, 0.177, 0.278], [-0.063, -0.630, 0.022], [0.091, -0.097, -0.115], [-0.093, -0.288, -0.021], [0.157, 0.374, -1.164], [-0.004, 0.129, 0.350], [-0.020, -0.218, 0.171], [-0.230, -0.103, -0.037], [0.123, 0.026, 0.222], [-0.019, -0.162, 0.233], [-0.125, -0.191, 0.187], [-0.166, 0.034, 0.120], [-0.196, 0.317, -0.019], [-0.143, 0.130, -0.142], [-0.202, -0.401, 0.468], [0.183, 0.073, -0.276], [-0.124, 0.267, -0.461], [0.716, -0.521, 0.215], [0.054, -0.197, -0.068], [-0.234, 0.078, -0.294], [-0.031, 0.118, 0.090], [0.128, 0.199, 0.235], [0.005, -0.365, -0.419], [0.217, -0.089, 0.360], [0.307, 0.547, -0.251], [0.353, 0.294, 0.198], [-0.071, 0.078, -0.119], [0.285, -0.195, 0.610], [-0.280, 0.112, -0.203], [-0.473, -0.301, -0.366], [-0.077, 0.151, -0.114], [0.089, -0.106, -0.089], [0.295, 0.248, 0.150], [-0.365, 0.065, -0.396], [0.216, -0.184, 0.320], [-0.361, -0.372, 0.146], [0.659, 0.276, -0.395], [-1.951, -0.416, 3.026], [-0.452, -0.057, -0.442], [-0.038, 0.293, -0.323], [1.439, 0.575, -1.556], [-0.043, -0.185, 0.187], [0.416, -0.033, -0.085], [-0.059, 0.200, 0.020], [-0.306, -0.229, 0.102], [1.285, 0.105, -0.616], [-0.267, -0.267, -0.116], [-0.145, -0.023, 0.373], [-0.305, -0.152, -0.059], [0.294, -0.130, -0.039], [-0.229, 0.045, -0.205], [-0.382, 0.055, -0.120], [0.810, 0.382, -0.011], [-0.549, -0.346, 0.059], [-0.377, 0.241, -0.028], [-0.035, 0.248, -0.179], [-1.165, 0.596, -0.900], [0.745, -1.098, 2.040], [0.593, -0.125, -0.224], [0.152, -0.455, 0.073], [0.068, 0.129, -0.116], [0.007, 0.305, 0.062], [0.232, 0.012, -0.161], [0.055, -0.295, 0.159], [-0.330, 0.170, -0.072], [-0.222, 0.114, 0.450]]}